# 1
Below is C32H37N3O2PbS3 as an isolated structure in a non-equilibrium geometry, with properties calculated with ωB97M-V/def2-TZVPD.

```
78
Properties=species:S:1:pos:R:3:lowdin_charge:R:1
Pb 0.029 -0.614 -0.489 1.2387
C -4.707 1.981 -3.086 -0.0516
C -3.849 0.779 -2.683 -0.3684
C -4.237 -0.466 -3.484 -0.0503
C -3.987 0.536 -1.204 -0.1321
C -5.219 0.150 -0.702 -0.0341
C -5.401 -0.102 0.645 -0.0576
C -4.330 0.016 1.516 -0.0399
C -3.085 0.416 1.067 -0.1525
C -1.951 0.561 2.055 -0.4095
C -1.604 -0.795 2.680 -0.0754
C -2.302 1.579 3.141 -0.0474
C -2.904 0.702 -0.307 -0.2016
N -1.649 1.076 -0.747 -0.0430
C -1.375 2.216 -1.394 -0.4875
O -2.129 3.168 -1.543 0.0708
C 0.062 2.303 -1.847 -0.1646
C 0.511 3.326 -2.674 0.0325
C 1.861 3.376 -2.994 -0.0137
C 2.731 2.450 -2.436 0.0330
C 2.206 1.466 -1.607 -0.1748
N 0.902 1.395 -1.366 0.0224
C 3.089 0.536 -0.822 -0.5075
O 4.297 0.715 -0.779 0.0806
N 2.449 -0.459 -0.186 -0.0294
C 2.995 -1.084 0.920 -0.1942
C 3.300 -2.463 0.914 -0.1336
C 3.773 -3.041 2.082 -0.0399
C 3.962 -2.303 3.236 -0.0664
C 3.677 -0.949 3.234 -0.0361
C 3.184 -0.324 2.103 -0.1261
C 2.854 1.149 2.142 -0.3686
C 4.135 1.981 2.233 -0.0453
C 1.888 1.492 3.276 -0.0500
C 3.130 -3.374 -0.281 -0.3608
C 1.670 -3.816 -0.376 -0.0676
C 3.620 -2.797 -1.607 -0.0556
H -4.635 2.147 -4.158 0.0791
H -4.351 2.870 -2.572 0.0709
H -5.752 1.817 -2.829 0.0755
H -2.805 1.009 -2.912 0.1195
H -5.291 -0.703 -3.367 0.0771
H -3.655 -1.326 -3.159 0.0430
H -4.037 -0.297 -4.540 0.0831
H -6.052 0.035 -1.378 0.1106
H -6.371 -0.393 1.018 0.1031
H -4.475 -0.210 2.561 0.1098
H -1.066 0.940 1.528 0.0843
H -2.401 -1.123 3.342 0.0825
H -0.686 -0.727 3.260 0.0719
H -1.471 -1.559 1.913 0.0337
H -3.152 1.237 3.726 0.0760
H -2.551 2.538 2.694 0.0900
H -1.456 1.718 3.811 0.0729
H -0.201 4.044 -3.053 0.1246
H 2.239 4.153 -3.644 0.1159
H 3.792 2.465 -2.624 0.1243
H 4.018 -4.093 2.083 0.1116
H 4.340 -2.782 4.126 0.1018
H 3.844 -0.373 4.131 0.1102
H 2.354 1.424 1.209 0.1117
H 4.691 1.755 3.139 0.0787
H 3.881 3.040 2.233 0.0804
H 4.771 1.770 1.377 0.0712
H 2.326 1.314 4.253 0.0768
H 0.982 0.897 3.192 0.0558
H 1.616 2.544 3.209 0.0838
H 3.733 -4.270 -0.089 0.1313
H 1.035 -2.953 -0.564 -0.0437
H 1.341 -4.272 0.555 0.0901
H 1.528 -4.525 -1.189 0.0903
H 2.964 -2.016 -1.980 0.0463
H 3.652 -3.594 -2.345 0.0806
H 4.620 -2.381 -1.498 0.0898
S -1.809 -3.937 -3.455 0.6579
C -1.161 -2.670 -2.573 -1.8450
S -0.033 -1.495 -3.015 0.5420
S -1.913 -2.801 -1.046 0.6379
```

Computed properties:
HOMO in eV: -8.1
Molecular weight in g/mol: 799.07
Total energy in Ha: -2943.749511
LUMO level in eV: -3.88
Strongest force on any atom in Eh/bohr: 0.040
HOMO-LUMO gap in eV: 4.20


# 2
Below is C32H38BClF10GaO33 as an isolated structure in a non-equilibrium geometry, with properties calculated with ωB97M-V/def2-TZVPD.

```
116
Properties=species:S:1:pos:R:3:lowdin_charge:R:1
C 7.620 -5.430 -0.970 -0.0752
C 6.222 -5.487 -1.587 -0.2887
O 5.771 -4.157 -1.795 -0.0127
B 4.500 -3.857 -1.289 -0.6613
O 4.359 -2.564 -0.838 0.0476
Ga 2.794 -5.079 -1.187 0.1472
O 3.103 -6.919 -1.494 -0.3691
Cl 1.885 -4.967 0.928 -0.0545
H 7.589 -4.788 -0.098 0.0738
H 7.928 -6.430 -0.675 0.0679
H 8.338 -5.081 -1.706 0.0673
H 6.331 -5.979 -2.555 0.1156
H 5.590 -6.055 -0.912 0.0943
H 5.221 -2.231 -0.542 0.0849
H 1.663 -4.546 -2.145 -0.0626
H 3.763 -6.989 -2.195 -0.0467
C 2.651 -0.303 -0.128 -0.0260
C 1.377 -0.029 0.629 -0.2894
O 1.574 1.303 1.097 0.1138
C 2.395 1.917 0.205 -0.5678
O 2.558 3.096 0.149 0.1418
O 2.987 1.020 -0.604 0.0899
F 1.226 -0.849 1.702 0.0716
H 3.443 -0.671 0.517 0.1138
H 2.518 -0.999 -0.949 0.1345
H 0.474 -0.064 0.022 0.1500
C -1.593 4.283 1.186 -0.0460
C -2.809 3.514 1.643 -0.3060
O -2.915 2.502 0.661 0.1344
C -1.651 2.268 0.191 -0.5316
O -1.333 1.322 -0.445 0.1854
O -0.814 3.262 0.559 0.0795
F -3.935 4.279 1.618 0.0605
H -1.845 5.045 0.449 0.1103
H -1.047 4.742 2.007 0.1449
H -2.714 3.054 2.627 0.1729
C -0.641 6.851 -2.806 -0.0299
C -1.902 7.136 -2.029 -0.2905
O -1.694 8.463 -1.572 0.1438
C -0.890 9.072 -2.488 -0.5482
O -0.725 10.242 -2.573 0.1760
O -0.309 8.155 -3.301 0.0557
F -2.031 6.310 -0.950 0.0492
H 0.162 6.483 -2.165 0.1500
H -0.793 6.150 -3.622 0.1455
H -2.812 7.100 -2.622 0.1382
C 4.549 -1.701 5.020 -0.0488
C 3.406 -1.006 4.319 -0.3061
O 3.939 -0.775 3.031 0.1200
C 4.852 -1.758 2.790 -0.5236
O 5.279 -2.019 1.719 0.1903
O 5.182 -2.396 3.940 0.0819
F 3.113 0.186 4.898 0.0697
H 5.249 -0.987 5.456 0.1429
H 4.219 -2.394 5.790 0.1413
H 2.495 -1.600 4.233 0.1774
C 2.447 4.034 7.297 -0.0569
C 3.922 3.971 6.981 -0.3143
O 4.316 2.765 7.609 0.1314
C 3.225 1.944 7.625 -0.5534
O 3.259 0.781 7.830 0.1796
O 2.096 2.649 7.356 0.0727
F 4.603 5.006 7.535 0.0707
H 2.262 4.499 8.267 0.1428
H 1.869 4.550 6.535 0.1390
H 4.156 3.917 5.917 0.1760
C -0.219 -8.568 1.790 -0.0391
C -1.264 -7.961 0.892 -0.2977
O -2.431 -8.015 1.711 0.1196
C -2.012 -7.953 3.002 -0.5663
O -2.725 -7.720 3.927 0.1477
O -0.689 -8.185 3.093 0.0777
F -1.475 -8.703 -0.221 0.0763
H -0.197 -9.657 1.722 0.1435
H 0.776 -8.174 1.597 0.1354
H -1.066 -6.927 0.606 0.1710
C -1.255 10.799 -6.201 -0.0467
C -1.730 9.370 -6.119 -0.3167
O -2.003 9.060 -7.476 0.1341
C -1.178 9.834 -8.238 -0.5514
O -0.958 9.656 -9.387 0.1797
O -0.639 10.832 -7.494 0.0721
F -2.870 9.260 -5.396 0.0767
H -2.088 11.503 -6.174 0.1462
H -0.543 11.056 -5.420 0.1359
H -0.989 8.672 -5.728 0.1627
C -6.368 6.654 -0.716 -0.0437
C -7.423 7.413 -1.486 -0.3094
O -6.644 8.253 -2.324 0.1445
C -5.466 7.612 -2.544 -0.5379
O -4.684 7.894 -3.390 0.1713
O -5.299 6.594 -1.666 0.0705
F -8.189 8.180 -0.675 0.0787
H -6.040 7.201 0.169 0.1478
H -6.684 5.657 -0.422 0.1429
H -8.070 6.789 -2.104 0.1746
C -4.642 -10.551 3.551 -0.0532
C -5.843 -11.384 3.923 -0.3164
O -5.909 -12.320 2.862 0.1276
C -4.635 -12.489 2.397 -0.5505
O -4.288 -13.379 1.698 0.1802
O -3.826 -11.505 2.858 0.0749
F -6.986 -10.654 3.941 0.0723
H -4.903 -9.735 2.876 0.1467
H -4.121 -10.142 4.412 0.1367
H -5.749 -11.918 4.870 0.1710
C -1.165 -3.712 -5.272 -0.0652
C -0.674 -2.538 -6.084 -0.3273
O 0.170 -1.869 -5.175 0.1226
C 0.664 -2.817 -4.306 -0.5398
O 1.583 -2.660 -3.588 0.1626
O -0.061 -3.963 -4.408 0.0628
F -1.690 -1.708 -6.447 0.0592
H -2.044 -3.451 -4.679 0.1433
H -1.389 -4.586 -5.879 0.1367
H -0.103 -2.811 -6.974 0.1693
```

Computed properties:
Charge: -1
HOMO in eV: -4.7
Molecular weight in g/mol: 1256.59
Total energy in Ha: -7133.938362
LUMO level in eV: 1.37
Strongest force on any atom in Eh/bohr: 0.024
HOMO-LUMO gap in eV: 6.03


# 3
Below is a 3-piece molecular cluster, C32H38Cl4I2N5O3 overall in a non-equilibrium geometry, with properties calculated with ωB97M-V/def2-TZVPD.

```
84
Properties=species:S:1:pos:R:3:lowdin_charge:R:1
C -1.605 -1.566 6.813 -0.0805
C -1.227 -0.994 5.397 -0.1998
C 0.042 -1.661 4.854 -0.1934
O -0.124 -3.095 4.855 -0.1139
C 0.597 -3.704 3.828 -0.1352
N 0.011 -3.401 2.495 0.1069
C -1.458 -3.350 2.453 -0.1598
O -1.906 -2.035 2.348 -0.1380
C -3.332 -1.994 2.183 -0.2114
C -3.793 -2.244 0.726 -0.0482
C 0.701 -3.189 1.422 -0.2259
N 0.195 -2.865 0.173 0.1368
C 0.283 -1.395 0.070 -0.1824
C -0.254 -0.853 -1.267 -0.3074
C -0.270 -1.712 -2.352 -0.0736
C -0.800 -1.216 -3.553 -0.0419
C -1.286 0.092 -3.564 -0.0441
C -1.179 0.823 -2.389 -0.1452
N -0.687 0.393 -1.238 0.1340
C 1.802 -1.034 0.349 -0.2802
C 2.430 0.005 -0.608 -0.6720
I 3.168 -0.849 -2.467 1.0204
C 3.686 0.599 0.153 -0.7773
C 4.780 1.206 -0.756 -0.2775
I 3.019 2.218 1.465 0.8491
C 2.620 -2.359 0.420 -0.1518
N 2.124 -3.234 1.518 -0.0731
N 2.571 -4.589 1.317 0.1573
C 3.322 -4.937 2.253 -0.2250
O 4.031 -5.455 3.027 0.2351
H -0.820 -2.234 7.195 0.0726
H -2.532 -2.151 6.730 0.0706
H -1.801 -0.730 7.496 0.0728
H -1.124 0.101 5.441 0.1163
H -2.096 -1.175 4.746 0.0886
H 0.277 -1.256 3.853 0.1189
H 0.871 -1.438 5.552 0.1382
H 1.638 -3.366 3.923 0.1433
H 0.488 -4.786 4.006 0.1615
H -1.902 -3.896 3.303 0.1603
H -1.811 -3.898 1.553 0.1428
H -3.696 -1.009 2.501 0.1289
H -3.754 -2.744 2.878 0.1255
H -4.366 -1.414 0.295 0.0821
H -2.955 -2.488 0.048 0.0650
H -4.462 -3.121 0.684 0.0822
H -0.736 -3.234 0.004 0.1297
H -0.308 -0.881 0.846 0.1432
H 0.092 -2.739 -2.338 0.1131
H -0.856 -1.855 -4.434 0.1176
H -1.709 0.480 -4.490 0.0695
H -1.565 1.850 -2.411 0.0386
H 1.833 -0.598 1.367 0.1126
H 1.789 0.864 -0.826 0.0589
H 4.140 -0.140 0.823 0.0637
H 4.378 1.802 -1.588 0.0682
H 5.345 1.921 -0.136 0.0012
H 5.527 0.472 -1.091 0.0599
H 2.602 -2.918 -0.528 0.0800
H 3.681 -2.162 0.637 0.1262
Cl -2.992 1.933 -6.579 0.6913
C -4.472 1.828 -5.689 -0.6816
C -4.585 2.317 -4.395 -0.6624
Cl -3.258 3.077 -3.585 0.7305
C -5.791 2.203 -3.715 -0.1076
C -6.880 1.606 -4.327 -0.0775
C -6.768 1.121 -5.623 -0.0750
C -5.566 1.232 -6.301 -0.1050
H -5.881 2.582 -2.706 0.1067
H -7.818 1.519 -3.793 0.1088
H -7.619 0.657 -6.105 0.1101
H -5.481 0.853 -7.311 0.1091
Cl 6.564 5.204 -3.281 0.6810
C 5.369 5.764 -2.167 -0.6892
C 5.402 5.422 -0.822 -0.6826
Cl 6.650 4.421 -0.165 0.6855
C 4.415 5.888 0.036 -0.1275
C 3.398 6.696 -0.446 -0.0809
C 3.367 7.042 -1.790 -0.0790
C 4.351 6.576 -2.648 -0.1080
H 4.438 5.620 1.084 0.0961
H 2.630 7.055 0.226 0.1072
H 2.577 7.676 -2.170 0.1078
H 4.324 6.847 -3.695 0.1077
```

Computed properties:
Charge: +1
HOMO in eV: -10.7
Molecular weight in g/mol: 936.31
Total energy in Ha: -4177.510921
LUMO level in eV: -3.61
ΔE to the lowest compared entry with this formula, charge and spin in kJ/mol: 73.1
Strongest force on any atom in Eh/bohr: 0.049
HOMO-LUMO gap in eV: 7.06